A 7-piece molecular cluster, C36H58F2N12O7S2 overall. Source: OMol25; level of theory: ωB97M-V/def2-TZVPD.

- net charge = +4
- energy relative to the best compared isomer or geometry (same formula, charge and spin) (kJ/mol) = 0.0
- orbital gap (eV) = 3.21
- LUMO level (Ha) = -0.4209

Each line ends with the Mulliken charge.
Cartesian coordinates (Å):
C -1.814 5.325 0.599  -1.15
C -0.778 4.727 1.575  0.24
N 0.596 4.525 1.030  0.28
C 1.676 4.362 1.777  -0.49
C 2.782 4.258 0.914  -0.77
N 2.340 4.327 -0.375  0.24
C 0.977 4.549 -0.331  -0.28
C 3.181 4.339 -1.593  -0.62
H -1.783 4.691 -0.288  0.12
H -1.600 6.373 0.391  0.36
H -2.773 5.246 1.110  0.43
H -1.220 3.774 1.866  -0.22
H -0.633 5.152 2.568  0.50
H 1.562 4.414 2.849  0.59
H 3.826 4.098 1.136  0.55
H 0.360 4.741 -1.197  0.43
H 3.833 5.210 -1.659  0.39
H 2.490 4.241 -2.431  0.30
H 3.780 3.430 -1.645  0.14
C -6.363 -5.451 -0.654  -1.23
C -5.581 -4.404 0.121  -0.62
N -5.156 -3.407 -0.764  0.37
C -5.812 -2.298 -1.184  -0.55
C -4.960 -1.538 -1.985  -0.47
N -3.703 -2.109 -1.993  0.37
C -3.848 -3.296 -1.250  -0.54
C -2.470 -1.671 -2.584  -0.01
H -5.914 -6.003 -1.480  0.36
H -7.275 -4.981 -1.021  0.37
H -6.695 -6.188 0.078  0.39
H -4.715 -4.710 0.707  0.45
H -6.206 -3.883 0.847  0.34
H -6.850 -2.137 -0.933  0.53
H -5.089 -0.586 -2.478  0.65
H -3.101 -4.039 -1.017  0.45
H -1.641 -2.166 -2.079  -0.40
H -2.308 -0.593 -2.562  0.18
H -2.353 -2.175 -3.543  0.48
C 2.339 0.543 1.184  0.42
C 2.250 0.782 2.685  -0.79
N 3.446 0.234 3.296  0.38
C 3.546 -1.115 3.485  -0.34
C 4.843 -1.361 3.968  -0.48
N 5.483 -0.155 4.119  0.11
C 4.608 0.862 3.694  -0.17
C 6.854 0.017 4.513  -0.83
H 3.124 1.179 0.775  -0.07
H 1.400 0.853 0.725  -0.20
H 2.339 -0.500 0.868  0.14
H 1.362 0.320 3.115  0.27
H 2.297 1.856 2.864  0.20
H 2.820 -1.865 3.209  0.42
H 5.421 -2.271 4.031  0.44
H 4.798 1.925 3.740  0.43
H 7.078 0.921 5.079  0.36
H 7.514 0.078 3.647  0.35
H 7.104 -0.815 5.171  0.34
C 5.703 0.570 -1.295  -0.98
C 5.123 -0.510 -2.257  -0.33
N 4.200 -1.438 -1.646  0.56
C 4.265 -2.097 -0.420  -0.41
C 3.193 -2.953 -0.330  -0.77
N 2.366 -2.723 -1.397  0.56
C 3.027 -1.833 -2.233  -0.67
C 1.112 -3.438 -1.574  -0.72
H 6.410 1.211 -1.823  0.43
H 6.190 0.061 -0.463  0.39
H 4.900 1.206 -0.924  -0.04
H 5.911 -1.103 -2.721  0.36
H 4.654 0.007 -3.094  0.36
H 5.109 -1.913 0.228  0.49
H 2.969 -3.626 0.484  0.45
H 2.654 -1.449 -3.171  0.42
H 1.151 -3.755 -2.616  0.37
H 0.278 -2.758 -1.403  -0.01
H 1.080 -4.244 -0.840  0.31
C -4.359 3.669 -2.147  -0.88
N -4.056 2.777 -0.929  0.24
C -2.862 2.154 -0.796  -1.01
C -2.540 1.338 0.310  -0.31
C -3.520 1.116 1.241  1.28
C -4.800 1.759 1.063  -0.46
C -5.050 2.546 -0.099  -0.86
C -3.362 0.249 2.463  0.22
C -2.403 0.549 3.465  -0.37
C -2.222 -0.349 4.517  -0.40
N -2.988 -1.511 4.567  0.01
C -3.951 -1.755 3.661  -0.26
C -4.142 -0.897 2.607  -0.94
C -2.814 -2.579 5.638  -0.86
H -5.067 3.053 -2.702  0.45
H -3.412 3.780 -2.674  0.31
H -4.777 4.602 -1.770  0.36
H -2.231 2.253 -1.667  0.69
H -1.587 0.847 0.442  0.54
H -5.579 1.706 1.809  0.67
H -5.972 3.093 -0.231  0.57
H -1.651 1.312 3.329  0.40
H -1.459 -0.348 5.281  0.51
H -4.508 -2.654 3.877  0.45
H -4.755 -1.272 1.801  0.49
H -1.928 -3.148 5.355  0.36
H -3.646 -3.265 5.799  0.36
H -2.640 -1.973 6.527  0.34
N 1.827 -0.914 -6.457  -0.26
S 1.293 -2.279 -6.107  1.07
O 1.708 -2.976 -4.896  -0.56
O 0.763 -3.061 -7.212  -0.56
F -0.064 -1.591 -5.463  -0.34
S 3.368 -1.529 -6.614  1.02
O 3.621 -2.575 -7.598  -0.52
O 4.043 -1.681 -5.373  -0.50
F 3.986 -0.170 -7.295  -0.30
N 0.505 0.727 -2.200  0.85
O 0.305 0.459 -3.401  -0.63
O -0.030 0.080 -1.333  -0.52
O 1.276 1.614 -1.982  -0.56

A 10-piece molecular cluster, C36H58N2O12 overall. Source: OMol25; level of theory: ωB97M-V/def2-TZVPD.

- net charge = 0
- energy relative to the best compared isomer or geometry (same formula, charge and spin) (kJ/mol) = 369.0
- structure (SMILES) = O=[N+]([O-])c1ccccc1.O=[N+]([O-])c1ccccc1.CC(C)=O.CC(C)=O.CC(C)=O.CC(C)=O.CC(C)=O.CC(C)=O.CC(C)=O.CC(C)=O
- orbital gap (eV) = 8.96
- LUMO level (Ha) = -0.0141

Each line ends with the Mulliken charge.
Cartesian coordinates (Å):
O 0.613 9.880 0.266  -0.59
N 0.757 8.973 -0.573  0.94
O 1.453 8.007 -0.427  -0.56
C 0.034 9.026 -1.879  0.16
C -0.548 10.259 -2.272  -0.37
C -0.894 10.394 -3.573  -0.32
C -0.826 9.372 -4.471  -0.47
C -0.379 8.131 -4.072  -0.37
C 0.104 7.954 -2.778  -0.35
H -0.643 11.031 -1.522  0.46
H -1.228 11.377 -3.868  0.34
H -1.167 9.429 -5.494  0.36
H -0.190 7.332 -4.773  0.38
H 0.557 6.981 -2.659  0.39
O 1.692 0.257 -1.797  -0.56
N 1.039 0.251 -0.800  0.90
O 0.563 1.289 -0.310  -0.56
C 0.695 -1.092 -0.247  0.34
C 0.349 -1.228 1.077  -0.43
C 0.198 -2.452 1.663  -0.47
C 0.250 -3.590 0.867  -0.35
C 0.523 -3.485 -0.504  -0.58
C 0.753 -2.225 -1.057  -0.29
H 0.393 -0.316 1.653  0.40
H 0.137 -2.430 2.742  0.41
H 0.040 -4.434 1.507  0.35
H 0.696 -4.364 -1.108  0.37
H 1.120 -2.054 -2.058  0.46
C 4.062 3.126 -6.721  -0.89
C 5.138 3.319 -7.755  0.69
C 5.134 2.570 -9.083  -1.00
O 5.915 4.191 -7.568  -0.51
H 3.286 2.440 -7.060  0.27
H 3.562 4.079 -6.551  0.28
H 4.525 2.762 -5.804  0.28
H 5.239 1.531 -8.772  0.28
H 6.017 2.741 -9.699  0.31
H 4.224 2.684 -9.672  0.29
C 1.345 0.576 9.163  -0.99
C 0.433 -0.211 8.248  0.71
C -0.485 0.451 7.168  -0.90
O 0.308 -1.408 8.435  -0.56
H 2.155 -0.009 9.598  0.32
H 0.762 0.955 10.003  0.27
H 1.865 1.319 8.558  0.30
H 0.206 0.902 6.455  0.29
H -1.096 1.177 7.704  0.30
H -1.047 -0.353 6.693  0.25
C 0.743 -8.683 6.308  -1.02
C -0.114 -9.589 7.208  0.78
C 0.395 -9.914 8.544  -0.99
O -1.272 -9.873 6.934  -0.56
H 1.750 -9.102 6.306  0.32
H 0.802 -7.616 6.522  0.30
H 0.346 -8.803 5.300  0.29
H 0.685 -8.940 8.939  0.29
H 1.285 -10.539 8.473  0.32
H -0.363 -10.392 9.164  0.28
C -3.619 3.792 -7.719  -1.07
C -2.344 2.990 -7.656  0.74
C -1.973 2.291 -6.362  -0.82
O -1.488 3.117 -8.587  -0.61
H -3.993 4.167 -6.766  0.34
H -4.403 3.423 -8.380  0.29
H -3.418 4.701 -8.287  0.33
H -1.684 1.264 -6.587  0.26
H -2.863 2.374 -5.738  0.29
H -1.030 2.727 -6.033  0.25
C 7.798 0.308 5.710  -0.92
C 6.378 0.271 5.204  0.75
C 5.964 1.012 3.988  -1.04
O 5.563 -0.650 5.543  -0.59
H 8.309 -0.608 5.414  0.27
H 7.915 0.473 6.781  0.30
H 8.229 1.094 5.089  0.29
H 6.632 0.871 3.138  0.31
H 5.972 2.081 4.199  0.32
H 4.932 0.729 3.779  0.30
C 1.210 -2.379 -9.117  -1.09
C 1.681 -3.427 -8.119  0.81
C 3.097 -3.869 -8.421  -1.00
O 1.093 -3.874 -7.110  -0.58
H 1.182 -2.836 -10.106  0.32
H 1.945 -1.582 -9.228  0.30
H 0.246 -1.899 -8.950  0.31
H 3.386 -4.437 -7.537  0.30
H 3.833 -3.093 -8.633  0.33
H 2.994 -4.514 -9.294  0.29
C -7.006 -1.352 0.566  -1.01
C -6.114 -0.131 0.397  0.73
C -5.576 0.481 1.592  -0.97
O -5.851 0.317 -0.684  -0.55
H -8.026 -1.091 0.845  0.29
H -6.678 -1.993 1.385  0.31
H -7.036 -1.857 -0.399  0.30
H -5.465 1.520 1.282  0.32
H -4.603 0.050 1.829  0.24
H -6.194 0.503 2.490  0.34
C -7.387 -3.974 5.816  -1.06
C -5.883 -3.679 6.053  0.73
C -4.893 -4.804 6.165  -0.97
O -5.473 -2.542 6.110  -0.55
H -7.492 -4.871 5.206  0.34
H -8.006 -3.216 5.337  0.31
H -7.747 -4.256 6.806  0.30
H -4.067 -4.578 6.839  0.31
H -4.475 -5.009 5.179  0.26
H -5.470 -5.699 6.396  0.32